Entry 1:
A cluster of 2 separate species, C4H7N2P in total. Source: OMol25; level of theory: ωB97M-V with the def2-TZVPD basis set.

ORCA input file:
```
! RIJCOSX wB97M-V def2-TZVPD def2/J DEFGRID3
* xyz 0 3
C -1.76877 1.69978 0.40147
P -0.78154 2.60774 -0.56196
N -0.02998 -0.93325 -0.54219
C 1.32172 -0.36851 0.98314
H 0.91555 -2.62029 -1.35457
C 1.80281 -1.54711 0.40255
N 0.23985 0.03860 0.32700
C 0.94425 -1.86052 -0.56386
H -2.77347 1.36888 -0.05904
H 1.72742 0.40288 1.58459
H -1.72348 2.71147 -1.80545
H -1.53876 1.56920 1.40790
H -0.85129 -0.99490 -1.14421
H 2.51568 -2.07398 0.92463
*
```

The expectation value of S² is 2.0089. For the LUMO energy (spin up / spin down), the calculation gives 0.88 / -3.07 eV. The calculation puts the total energy at -16523.2460 eV. The HOMO-LUMO gap (spin up / spin down) comes out at 6.6521 / 4.9848 eV. The HOMO energy (spin up / spin down) is -5.774 / -8.054 eV. Its energy above the lowest of the compared OMol25 structures with the same formula, charge and spin is 64.83 kcal per mole.

=====

Entry 2:
The ion C4H7N2S with charge +1. Source: OMol25; level of theory: ωB97M-V with the def2-TZVPD basis set.

ORCA input file:
```
! RIJCOSX wB97M-V def2-TZVPD def2/J DEFGRID3
* xyz 1 1
H -2.52588 -0.25780 0.40175
H -2.40503 0.62353 -1.32464
N 0.94421 1.34336 0.39365
N 0.08726 -0.81466 -0.82906
C -0.70527 0.02004 -0.57501
H -2.05692 1.58409 0.15580
H 1.78513 -1.69526 -1.71292
H 1.32257 -1.21774 1.24274
H 2.98142 -1.60505 0.73351
H 0.74055 2.19171 0.04151
S 2.22256 0.54442 -0.14923
C 1.41216 -1.05096 -0.81695
C -2.01012 0.51540 -0.32621
C 1.96444 -1.15052 0.52291
*
```

For the LUMO energy, the calculation gives -4.07 eV. The calculation puts the total energy at -18065.9255 eV. The HOMO-LUMO gap comes out at 9.8066 eV. The HOMO energy is -13.875 eV. Its energy above the lowest of the compared OMol25 structures with the same formula, charge and spin is 103.00 kcal per mole.

=====

Entry 3:
A structure of composition C4H7N3. Source: OMol25; level of theory: ωB97M-V with the def2-TZVPD basis set.

ORCA input file:
```
! RIJCOSX wB97M-V def2-TZVPD def2/J DEFGRID3
* xyz 0 1
N 1.05357 0.15705 -0.49472
C -0.13038 -1.80501 0.53755
N -1.88983 1.23898 0.50085
C -0.76137 0.95569 0.03103
H -0.73580 -2.12270 1.39728
N 0.58675 2.06991 -1.85166
H 2.03072 0.03501 -0.66371
H -1.43404 0.44436 1.08235
H 0.79579 -0.15427 1.60645
C 0.29439 -0.32813 0.62757
H -0.16958 2.74079 -1.95905
C 0.32284 1.22818 -0.94948
H -0.70522 -1.98141 -0.37569
H 0.74217 -2.47845 0.51122
*
```

For the LUMO energy, the calculation gives 0.57 eV. The calculation puts the total energy at -8728.3582 eV. The HOMO-LUMO gap comes out at 9.9755 eV. The HOMO energy is -9.409 eV. Its energy above the lowest of the compared OMol25 structures with the same formula, charge and spin is 76.59 kcal per mole.